Record 1
Molecular formula: C8H18NO2PS
Method: DFT, ωB97M-V/def2-TZVPD

Geometry as XYZ:
```
31
Properties=species:S:1:pos:R:3:nbo_charge:R:1
S -2.727 2.035 0.483 -0.51
P -1.327 0.676 0.279 1.71
O 0.270 0.725 1.322 -0.76
O -0.236 2.086 -1.698 -0.72
N -1.729 -0.927 0.511 -0.83
C -1.111 -0.056 -2.361 -0.65
C 1.021 0.261 -0.877 -0.47
C 1.388 0.699 0.572 0.26
C -0.881 -1.919 1.099 -0.41
C 1.884 2.198 0.453 -0.64
C -0.299 0.769 -1.221 -0.09
C -3.150 -1.247 0.119 -0.42
C 2.491 -0.168 1.130 -0.62
H -1.034 -1.126 -2.073 0.21
H 2.584 2.380 -0.389 0.20
H -0.938 -2.644 0.358 0.19
H 2.676 0.142 2.249 0.22
H 3.437 -0.121 0.561 0.22
H -1.236 -2.144 2.135 0.20
H 2.600 2.578 1.221 0.21
H 0.195 -1.510 1.305 0.24
H -3.502 -1.975 0.764 0.20
H 1.642 0.475 -1.662 0.24
H -3.198 -1.686 -0.885 0.19
H -1.196 2.369 -1.857 0.48
H -3.643 -0.180 0.103 0.25
H 0.995 -0.755 -0.893 0.21
H -2.168 0.292 -2.446 0.22
H 1.029 2.806 0.267 0.23
H -0.837 0.122 -3.457 0.24
H 2.255 -1.206 1.168 0.20
```

Output
ΔE to the lowest compared entry with this formula, charge and spin = 74.57 kcal/mol
Energy = -1260.35697 Eh
LUMO energy = 0.6 eV
SMILES string = CN(C)[P@@]1(=S)OC(C)(C)C[C@]1(C)O
E_HOMO = -0.338 Ha

Record 2
Molecular formula: C12H30N2O8SSn
Method: DFT, ωB97M-V/def2-TZVPD

Geometry as XYZ:
```
54
Properties=species:S:1:pos:R:3:nbo_charge:R:1
Sn 6.888 16.935 -14.373 1.52
S 9.698 15.636 -16.980 2.60
O 4.754 14.871 -13.999 -0.58
O 8.490 19.283 -15.545 -0.59
O 6.027 17.635 -17.119 -0.58
O 6.742 16.453 -11.493 -0.59
O 11.053 15.485 -16.484 -1.05
O 8.995 14.348 -16.866 -1.08
O 9.771 16.190 -18.346 -1.05
O 8.949 16.598 -16.129 -1.17
N 6.387 14.743 -16.527 -0.71
N 8.281 18.826 -12.676 -0.67
C 5.936 13.564 -15.822 -0.23
C 9.531 18.963 -16.468 -0.26
C 7.506 18.753 -11.423 -0.26
C 5.943 15.521 -10.714 -0.25
C 7.541 17.389 -10.839 -0.07
C 3.558 15.050 -13.263 -0.25
C 4.683 13.786 -14.904 -0.08
C 8.841 20.248 -14.560 -0.07
C 5.503 15.320 -17.539 -0.24
C 6.014 16.661 -18.152 -0.08
C 7.908 20.099 -13.357 -0.24
C 6.321 18.956 -17.581 -0.27
H 7.261 19.138 -18.101 0.20
H 5.858 12.725 -16.517 0.20
H 8.566 17.015 -10.943 0.18
H 8.578 21.178 -15.071 0.19
H 9.036 18.618 -17.373 0.22
H 7.946 20.915 -12.632 0.19
H 10.178 19.821 -16.664 0.15
H 5.420 16.884 -19.040 0.18
H 5.523 14.611 -18.373 0.19
H 7.836 19.454 -10.649 0.20
H 6.550 19.465 -16.638 0.19
H 9.273 18.867 -12.478 0.39
H 3.175 14.131 -12.821 0.19
H 3.812 13.915 -15.552 0.17
H 5.455 19.530 -17.913 0.18
H 6.716 13.334 -15.092 0.21
H 5.016 15.979 -10.367 0.18
H 6.870 20.009 -13.683 0.19
H 2.938 15.622 -13.957 0.19
H 4.627 12.856 -14.334 0.18
H 7.350 14.575 -16.850 0.46
H 6.506 15.045 -9.913 0.19
H 7.060 16.566 -18.458 0.23
H 7.385 17.431 -9.759 0.19
H 6.453 19.040 -11.493 0.21
H 10.139 18.154 -16.062 0.24
H 5.572 14.701 -11.330 0.21
H 9.872 20.256 -14.201 0.18
H 3.783 15.766 -12.472 0.18
H 4.554 15.565 -17.063 0.18
```

Output
ΔE to the lowest compared entry with this formula, charge and spin = 23.15 kcal/mol
Energy = -1798.93223 Eh
LUMO energy = -1.7 eV
E_HOMO = -0.242 Ha

Record 3
Molecular formula: C3H7NO
Method: DFT, ωB97M-V/def2-TZVPD

Geometry as XYZ:
```
12
Properties=species:S:1:pos:R:3:nbo_charge:R:1
O 0.475 0.538 -2.814 -0.51
N 0.018 -0.094 1.999 -0.85
C 0.222 0.696 -0.470 -0.53
C -0.232 0.253 -1.896 0.42
C -0.117 -0.481 0.466 -0.21
H 1.291 1.178 -0.484 0.24
H 1.036 -0.093 2.215 0.35
H -0.361 1.450 0.044 0.25
H -1.109 -0.498 -2.164 0.12
H -1.222 -0.654 0.252 0.19
H 0.387 -1.416 0.272 0.18
H -0.388 -0.879 2.580 0.36
```

Output
ΔE to the lowest compared entry with this formula, charge and spin = 49.33 kcal/mol
Energy = -248.44789 Eh
LUMO energy = 1.0 eV
SMILES string = NCCC=O
E_HOMO = -0.361 Ha

Record 4
Molecular formula: CH5N2O2
Method: DFT, ωB97M-V/def2-TZVPD

Geometry as XYZ:
```
10
Properties=species:S:1:pos:R:3:nbo_charge:R:1
O -0.206 1.429 -0.900 -0.47
O -1.069 -0.781 -2.128 -0.31
N -0.113 0.136 -0.329 0.07
N -0.542 -0.834 -1.043 0.18
C 0.569 0.081 1.620 -0.09
H -0.480 1.359 -1.779 0.50
H 0.725 1.161 1.601 0.24
H -0.191 -1.835 -0.715 0.41
H 1.448 -0.355 1.364 0.21
H -0.140 -0.362 2.308 0.25
```

Output
ΔE to the lowest compared entry with this formula, charge and spin = 118.16 kcal/mol
Energy = -300.57905 Eh
Charge = +1
LUMO energy = -6.5 eV
E_HOMO = -0.575 Ha

Record 5
Molecular formula: C2H5NO
Method: DFT, ωB97M-V/def2-TZVPD

Geometry as XYZ:
```
9
Properties=species:S:1:pos:R:3:nbo_charge:R:1
O 2.126 -0.718 -0.083 -0.67
N -0.182 -1.095 -0.036 -0.40
C -1.412 -1.247 -0.223 -0.13
C 0.826 -0.384 -0.121 0.38
H 1.370 0.055 3.141 0.00
H 1.456 -0.039 2.241 -0.01
H 2.299 -1.650 0.108 0.47
H -1.602 -1.744 -1.183 0.18
H -2.040 -1.339 0.629 0.18
```

Output
ΔE to the lowest compared entry with this formula, charge and spin = 119.13 kcal/mol
Energy = -209.03248 Eh
LUMO energy = 0.1 eV
E_HOMO = -0.300 Ha

Record 6
Molecular formula: C4H12N2O
Method: DFT, ωB97M-V/def2-TZVPD

Geometry as XYZ:
```
19
Properties=species:S:1:pos:R:3:nbo_charge:R:1
O 2.003 0.179 -0.057 -0.73
N -0.376 1.834 -0.236 -0.78
N 2.433 -1.119 -0.470 -0.58
C -0.237 0.491 -0.217 0.50
C -0.679 -0.265 -1.431 -0.69
C -1.683 -0.221 1.421 -0.69
C 0.235 -0.191 0.927 -0.28
H -1.535 0.206 -1.921 0.21
H -2.440 -0.369 0.653 0.20
H 0.306 2.409 0.235 0.42
H -1.863 0.707 1.959 0.20
H 0.600 0.357 1.783 0.23
H -1.655 -1.077 2.093 0.21
H 3.224 -1.373 0.125 0.32
H 0.393 -1.256 0.854 0.25
H -0.837 2.270 -1.017 0.39
H -0.929 -1.297 -1.197 0.24
H 2.868 -0.991 -1.386 0.32
H 0.172 -0.295 -2.117 0.27
```

Output
ΔE to the lowest compared entry with this formula, charge and spin = 140.99 kcal/mol
Energy = -344.16035 Eh
LUMO energy (alpha / beta) = 0.8 / 0.8 eV
E_HOMO (alpha / beta) = -0.235 / -0.235 Ha

Record 7
Molecular formula: C26H32NNiO5S
Method: DFT, ωB97M-V/def2-TZVPD

Geometry as XYZ:
```
66
Properties=species:S:1:pos:R:3:nbo_charge:R:1
Ni 0.338 0.965 -0.271 1.11
S -1.559 -1.540 -1.307 2.33
O -0.957 -1.711 -2.616 -0.97
O -2.834 -0.849 -1.205 -0.93
O -0.736 3.591 -3.873 -0.55
O 0.739 -1.867 1.600 -0.62
O -3.329 1.917 -3.685 -0.57
N -0.467 -1.026 -0.203 -0.99
C -0.740 0.712 2.071 -0.25
C -0.140 1.880 1.487 -0.43
C 1.273 1.878 -1.829 -0.32
C -1.721 -5.518 0.623 -0.22
C -2.216 1.393 -2.941 -0.12
C 2.161 0.004 -0.774 -0.32
C -1.627 4.849 -5.456 -0.47
C -1.017 2.324 0.404 -0.50
C 1.871 2.292 -0.591 -0.37
C 1.439 0.446 -1.926 -0.38
C -3.547 0.935 -4.733 -0.07
C -0.350 6.012 -3.634 -0.63
C -2.643 5.015 -3.120 -0.65
C -0.102 -2.031 0.708 0.65
C -1.992 0.489 1.423 -0.35
C -2.457 -4.141 -1.247 -0.18
C -2.479 -5.358 -0.560 -0.21
C -1.691 -3.131 -0.679 -0.31
C 2.453 1.139 0.025 -0.32
C -0.910 -4.486 1.111 -0.18
C -2.162 0.364 -5.115 -0.44
C -0.871 -3.269 0.425 -0.11
C -1.368 4.911 -3.933 0.28
C -1.252 0.721 -3.921 -0.47
C -0.844 3.559 -5.371 -0.06
C -2.183 1.469 0.426 -0.18
H -4.167 0.093 -4.359 0.16
H 2.486 -1.005 -0.555 0.23
H -2.672 4.669 -5.700 0.21
H -1.397 2.676 -5.724 0.20
H 0.798 2.521 -2.568 0.26
H -2.737 -0.237 1.740 0.21
H -4.078 1.436 -5.554 0.17
H -1.788 -6.472 1.153 0.21
H -1.751 0.874 -5.998 0.18
H -0.794 -0.155 -3.476 0.28
H -1.201 5.704 -5.976 0.20
H 0.577 5.856 -4.207 0.21
H -0.356 0.163 2.927 0.22
H -0.947 3.299 -0.081 0.22
H -1.724 2.183 -2.358 0.21
H -3.312 5.753 -3.590 0.20
H -3.006 -3.924 -2.167 0.23
H 3.041 1.101 0.939 0.23
H -3.099 -6.162 -0.958 0.21
H 0.673 2.481 1.896 0.22
H -3.126 1.696 -0.074 0.20
H -0.131 6.011 -2.560 0.21
H -0.453 1.402 -4.217 0.20
H 1.162 -0.205 -2.746 0.24
H -2.380 5.359 -2.114 0.20
H -3.172 4.058 -3.061 0.27
H -0.772 6.995 -3.894 0.20
H -2.666 0.638 -2.261 0.22
H -2.191 -0.721 -5.293 0.21
H -0.306 -4.577 2.011 0.23
H 0.134 3.603 -5.874 0.17
H 1.954 3.300 -0.193 0.22
```

Output
ΔE to the lowest compared entry with this formula, charge and spin = 0.00 kcal/mol
Energy = -3347.29644 Eh
Charge = -1
2S+1 = 3
LUMO energy (alpha / beta) = 2.7 / 2.7 eV
E_HOMO (alpha / beta) = -0.123 / -0.152 Ha

Record 8
Molecular formula: C18H32F2N3O12P2
Method: DFT, ωB97M-V/def2-TZVPD

Geometry as XYZ:
```
69
Properties=species:S:1:pos:R:3:nbo_charge:R:1
P 4.259 0.289 1.386 2.09
P 2.934 -0.179 3.046 0.37
F -2.136 -3.828 -4.749 -0.32
F -0.450 1.570 -1.480 -0.36
O -0.020 -1.814 0.001 -0.51
O 1.082 0.983 0.957 -0.50
O 3.788 -0.175 0.080 -1.10
O -2.783 3.201 -4.895 -0.52
O 1.181 -0.384 -3.332 -0.73
O -3.173 -3.490 -2.768 -0.49
O -1.503 4.262 -3.375 -0.47
O 4.529 1.844 1.382 -0.96
O 5.599 -0.433 1.822 -0.98
O -3.999 -2.374 -0.989 -0.57
O -3.600 -1.301 -2.922 -0.48
O -1.592 2.024 -3.378 -0.50
N 1.499 -1.005 2.287 -0.62
N 1.294 3.153 2.136 -0.34
N -1.962 2.135 6.012 -0.80
C -1.600 1.259 2.496 -0.41
C -1.947 2.356 3.495 -0.43
C 1.445 -2.646 -2.458 -0.42
C 0.480 -0.040 1.731 0.44
C -0.777 3.817 -2.228 -0.13
C 2.136 -1.401 -3.020 -0.08
C -2.674 1.820 4.747 -0.22
C -0.524 -0.780 0.809 -0.10
C 1.939 -2.096 1.301 -0.24
C -2.043 3.172 -3.982 0.97
C -0.347 0.471 2.908 -0.47
C 1.383 -1.877 -0.077 0.06
C -0.483 2.380 -2.591 0.44
C -3.629 -2.386 -2.113 0.97
C 1.260 2.126 1.546 0.51
C -2.958 -1.681 -4.147 -0.13
C 1.816 -2.962 -1.016 -0.40
C -3.165 -3.178 -4.154 0.44
H -1.253 -1.233 1.469 0.21
H 1.738 -0.936 -0.495 0.21
H 1.547 -3.039 1.661 0.23
H 2.898 -3.010 -0.973 0.22
H 0.727 -0.124 -2.530 0.46
H -1.075 2.936 3.759 0.21
H 0.250 1.015 3.632 0.25
H -1.900 -1.418 -4.101 0.21
H 6.361 -0.054 1.368 0.53
H -0.718 -0.408 3.427 0.23
H -2.632 3.022 2.985 0.22
H 0.119 4.412 -2.076 0.21
H -2.448 0.588 2.460 0.22
H -1.018 1.788 5.898 0.33
H -2.773 0.741 4.711 0.18
H 4.843 2.047 0.489 0.53
H 0.434 2.231 -3.163 0.17
H 3.572 -1.242 3.707 0.06
H -1.410 3.890 -1.342 0.20
H 1.732 -3.489 -3.068 0.23
H 3.008 -2.213 1.245 0.25
H 1.045 -1.495 3.054 0.46
H 2.671 -1.592 -3.936 0.20
H 1.369 -3.903 -0.724 0.22
H -1.855 3.141 6.037 0.35
H 0.383 -2.463 -2.531 0.22
H -1.045 -0.054 0.201 0.24
H -4.104 -3.505 -4.602 0.16
H 2.835 -0.969 -2.307 0.17
H -3.657 2.250 4.838 0.21
H -1.512 1.650 1.491 0.22
H -3.413 -1.180 -4.997 0.22
```

Output
Energy = -2654.44298 Eh
Charge = +1
LUMO energy = -3.8 eV
E_HOMO = -0.435 Ha

Record 9
Molecular formula: C4H12
Method: DFT, ωB97M-V/def2-TZVPD

Geometry as XYZ:
```
16
Properties=species:S:1:pos:R:3:nbo_charge:R:1
C 0.273 -2.584 1.967 -0.62
C -0.824 2.091 -2.011 -0.60
C 0.552 1.643 -1.537 -0.60
C -0.017 -1.141 1.559 -0.62
H 1.101 -2.618 2.676 0.21
H 0.542 -3.224 1.133 0.21
H -1.074 -0.863 1.664 0.21
H 0.132 -0.937 0.493 0.20
H -1.509 2.099 -1.170 0.20
H -0.591 -3.009 2.476 0.21
H 1.254 1.518 -2.364 0.20
H -1.223 1.386 -2.729 0.20
H -0.777 3.102 -2.410 0.20
H 1.005 2.293 -0.789 0.20
H 0.524 0.678 -1.031 0.20
H 0.631 -0.434 2.074 0.21
```

Output
ΔE to the lowest compared entry with this formula, charge and spin = 4.72 kcal/mol
Energy = -159.57745 Eh
LUMO energy = 1.1 eV
SMILES string = CC.CC
E_HOMO = -0.427 Ha

Record 10
Molecular formula: C5H10Si
Method: DFT, ωB97M-V/def2-TZVPD

Geometry as XYZ:
```
16
Properties=species:S:1:pos:R:3:nbo_charge:R:1
Si 0.114 -0.193 -0.110 1.46
C -0.178 -2.042 0.153 -1.11
C -2.095 0.805 -1.873 -0.19
C 1.827 0.363 -0.935 -1.09
C -0.265 1.097 2.032 -0.85
C -1.204 0.481 -1.140 -0.53
H -2.904 1.342 -2.397 0.24
H 0.055 0.593 2.917 0.20
H 0.417 1.820 1.672 0.19
H 2.397 -0.576 -1.126 0.24
H -0.206 -2.679 -0.694 0.24
H -1.182 1.542 2.201 0.19
H 1.555 0.992 -1.865 0.25
H 0.510 -2.560 0.801 0.24
H 2.275 1.143 -0.255 0.25
H -1.115 -2.127 0.618 0.25
```

Output
ΔE to the lowest compared entry with this formula, charge and spin = 52.25 kcal/mol
Energy = -485.88382 Eh
LUMO energy = 0.9 eV
E_HOMO = -0.319 Ha

Record 11
Molecular formula: C41H72INO8Si
Method: DFT, ωB97M-V/def2-TZVPD

Geometry as XYZ:
```
124
Properties=species:S:1:pos:R:3:lowdin_charge:R:1
I 3.686 -2.199 -1.791 0.74
Si -0.514 1.196 3.223 0.48
O -8.382 2.456 -2.407 -0.17
O 5.702 6.753 3.452 -0.15
O -1.972 1.838 2.539 -0.25
O 0.761 -2.893 5.915 -0.16
O 1.002 0.654 -1.943 0.08
O 3.601 -5.719 -3.720 -0.18
O -0.769 -1.514 -5.670 0.08
O 4.615 2.762 3.501 -0.15
N 0.296 -1.132 -3.502 -0.06
C 0.686 -2.438 -2.888 -0.19
C 2.015 -4.898 5.777 -0.18
C 4.836 -7.736 -3.862 -0.18
C -7.530 3.608 -2.334 -0.20
C -0.136 1.944 4.976 -0.20
C 0.136 -0.070 -2.466 -0.29
C 6.496 1.954 2.310 -0.18
C 3.916 -6.795 -4.615 -0.20
C -3.577 -0.872 -3.706 -0.08
C -2.368 0.439 -1.165 -0.07
C 6.425 8.635 2.208 -0.18
C 2.216 -2.769 -3.327 -0.68
C -4.576 -0.382 -2.605 -0.07
C -6.147 -3.166 -2.552 -0.11
C -0.833 -1.180 -4.471 -0.28
C -2.052 -0.746 -3.543 0.02
C 5.013 8.292 1.788 -0.18
C -6.911 -0.149 -1.294 -0.09
C 4.374 -7.552 -2.433 -0.18
C -3.919 0.272 -1.335 0.06
C 4.872 6.868 2.288 -0.20
C 5.799 3.160 4.208 -0.20
C -2.484 0.995 1.465 -0.26
C 1.048 1.635 2.157 -0.18
C 1.556 -4.713 7.206 -0.18
C -6.757 -1.846 -3.236 -0.24
C -1.442 -0.083 -2.277 0.01
C -9.074 4.001 -4.066 -0.18
C 4.035 -6.074 -2.400 -0.23
C -9.223 2.578 -3.563 -0.20
C 2.603 -1.979 -4.667 -0.19
C 1.203 -3.239 7.235 -0.20
C 1.084 -3.970 5.024 -0.21
C 6.918 2.254 3.732 -0.18
C -1.673 1.144 0.095 -0.13
C 4.988 1.874 2.439 -0.22
C 6.543 7.912 3.535 -0.21
C -4.104 -1.524 -5.078 -0.06
C -6.160 -0.458 -2.703 -0.31
C -7.655 4.331 -3.660 -0.18
C -0.499 -0.703 3.449 -0.20
H 4.838 8.387 0.714 0.11
H -7.022 -3.692 -2.009 0.08
H -0.599 0.767 0.130 0.09
H 6.612 9.707 2.289 0.11
H -3.245 -1.756 -5.800 0.08
H -1.628 2.273 -0.153 0.15
H -3.555 1.380 1.263 0.12
H 1.962 -5.931 5.429 0.11
H 0.686 -2.410 -1.732 0.11
H -7.882 4.233 -1.506 0.12
H -6.448 -0.816 -0.474 0.09
H 4.375 -6.396 -5.522 0.12
H -6.501 0.363 -3.419 0.13
H -4.915 -0.860 -5.524 0.09
H 0.417 -3.009 7.957 0.12
H 2.978 -7.290 -4.888 0.12
H -4.538 0.703 -0.471 0.09
H 5.121 -7.834 -1.689 0.12
H 1.844 -2.240 -5.485 0.08
H 6.938 1.042 1.904 0.11
H -9.773 4.658 -3.538 0.12
H 3.050 -4.555 5.673 0.12
H 6.001 4.207 3.959 0.10
H 6.772 2.788 1.657 0.11
H 4.303 8.943 2.308 0.12
H 0.387 -1.065 4.094 0.05
H 3.472 -8.146 -2.255 0.12
H 4.773 -8.767 -4.215 0.11
H -0.159 3.090 4.975 0.04
H 5.874 -7.403 -3.962 0.12
H 2.309 -4.985 7.949 0.11
H -7.893 -1.811 -3.033 0.11
H 1.536 -3.569 4.114 0.12
H 1.945 1.913 2.801 0.03
H -8.875 1.855 -4.309 0.11
H 3.249 -5.840 -1.678 0.11
H -0.833 1.484 5.764 0.04
H 6.176 8.533 4.359 0.12
H 5.234 6.149 1.545 0.12
H 0.149 -4.475 4.756 0.12
H 7.138 8.217 1.489 0.12
H 2.343 -3.902 -3.510 0.06
H 4.472 2.162 1.521 0.12
H 2.080 -2.625 7.466 0.12
H 5.627 3.084 5.284 0.12
H -10.253 2.333 -3.295 0.12
H -6.854 0.961 -1.012 0.07
H 1.243 0.742 1.455 0.04
H -1.475 -1.108 3.882 0.05
H -9.259 4.096 -5.137 0.12
H -8.016 -0.421 -1.342 0.08
H -5.256 -2.987 -1.868 0.08
H 4.666 0.864 2.719 0.12
H -4.619 -2.531 -4.837 0.07
H -7.458 5.401 -3.582 0.12
H 3.842 6.614 2.545 0.12
H 2.681 -0.840 -4.524 0.08
H -0.007 -3.305 -3.186 0.14
H 6.927 1.330 4.320 0.11
H 0.948 1.658 5.257 0.05
H 7.568 7.607 3.758 0.12
H -0.360 -1.191 2.421 0.04
H -6.505 3.294 -2.122 0.11
H 7.903 2.717 3.810 0.11
H -2.628 -0.104 1.797 0.12
H -5.881 -3.886 -3.417 0.07
H 4.917 -5.470 -2.163 0.10
H 0.661 -5.316 7.390 0.12
H 0.730 2.502 1.474 0.05
H -6.953 3.906 -4.386 0.12
H -6.661 -1.874 -4.383 0.09
H 3.639 -2.311 -5.041 0.08
```

Output
Energy = -2849.03923 Eh
LUMO energy = -0.6 eV
SMILES string = CC[C@@H](C)c1cc(CCO[Si](C)(C)C)c2c(c1C)C(=O)N(C[C@@H](C)I)C2=O.C1CCOC1.C1CCOC1.C1CCOC1.C1CCOC1.C1CCOC1
E_HOMO = -0.321 Ha